[1]
Formula: C3H10O2S
Source: OMol25
Level of theory: wB97M-V/def2-TZVPD

Structure (XYZ):
```
16
Properties=species:S:1:pos:R:3
S 1.94 -1.18 -1.57
O -2.51 -0.94 2.12
O -1.92 1.55 0.50
C -0.51 1.33 0.70
C 1.58 0.13 -0.28
C -0.02 0.30 -0.34
H 2.09 1.08 -0.12
H -0.24 0.78 -1.32
H -2.09 2.40 0.06
H -0.25 1.03 1.81
H -2.64 -0.20 1.45
H 1.77 -0.45 0.76
H 2.69 -2.12 -2.22
H -2.64 -0.61 2.98
H -0.62 -0.68 -0.26
H 0.08 2.28 0.49
```

The calculation puts the orbital gap at 0.3200 hartree. For the total energy, the calculation gives -18200.161 eV. The spin multiplicity is 1. Its SMILES is OCCCS.O. The value obtained for the energy above the lowest of the compared OMol25 structures with the same formula, charge and spin is 280.1 kJ/mol. The total charge is 0.

Löwdin atomic charge list, values in e, 5 entries: atom 1 (S): 0.600, atom 2 (O): -0.065, atom 3 (O): -0.103, atom 4 (C): -0.289, atom 5 (C): -0.514

=====

[2]
Formula: C9H14
Source: OMol25
Level of theory: wB97M-V/def2-TZVPD

Structure (XYZ):
```
23
Properties=species:S:1:pos:R:3
C -2.24 -1.05 1.09
C 1.78 2.91 -1.26
C -1.80 -0.04 0.31
C 0.80 -3.39 1.00
C -0.13 -2.29 0.75
C 0.30 3.41 -1.20
C 0.27 -1.22 -0.12
C -0.67 -0.23 -0.48
C -1.40 -2.14 1.34
H -3.11 -1.07 1.73
H 0.39 4.25 -0.54
H -1.75 -2.94 2.03
H -2.36 0.91 0.19
H 2.29 3.81 -0.86
H 1.25 -1.36 -0.61
H 1.87 2.18 -0.46
H -0.42 0.31 -1.29
H -0.14 3.71 -2.13
H 0.62 -4.35 0.37
H 2.14 2.36 -2.03
H -0.41 2.77 -0.70
H 0.87 -3.62 2.06
H 1.85 -2.92 0.82
```

The calculation puts the orbital gap at 0.3654 hartree. For the total energy, the calculation gives -9558.549 eV. The spin multiplicity is 1. Its SMILES is Cc1ccccc1.CC. The value obtained for the energy above the lowest of the compared OMol25 structures with the same formula, charge and spin is 157.5 kJ/mol. The total charge is 0.

Löwdin atomic charge list, values in e, 5 entries: atom 1 (C): -0.107, atom 2 (C): -0.136, atom 3 (C): -0.107, atom 4 (C): -0.087, atom 5 (C): -0.316

=====

[3]
Formula: C3HFO
Source: OMol25
Level of theory: wB97M-V/def2-TZVPD

Structure (XYZ):
```
6
Properties=species:S:1:pos:R:3
F -0.63 0.68 1.54
O 0.80 1.09 -2.35
C 0.23 -0.41 -0.28
C -0.34 -0.60 0.80
C 0.62 0.56 -1.26
H -0.68 -1.32 1.55
```

The calculation puts the orbital gap at 0.3260 hartree. For the total energy, the calculation gives -7888.196 eV. The spin multiplicity is 1. Its SMILES is O=C=C=CF. The value obtained for the energy above the lowest of the compared OMol25 structures with the same formula, charge and spin is 116.2 kJ/mol. The total charge is 0.

Löwdin atomic charge list, values in e, 5 entries: atom 1 (F): -0.137, atom 2 (O): 0.128, atom 3 (C): -0.009, atom 4 (C): -0.075, atom 5 (C): -0.027

=====

[4]
Formula: C21H43OSi4
Source: OMol25
Level of theory: wB97M-V/def2-TZVPD

Structure (XYZ):
```
69
Properties=species:S:1:pos:R:3
Si 0.88 0.35 0.38
Si 2.34 -1.19 1.30
Si 2.22 2.23 0.18
Si -0.90 0.91 1.73
O -0.37 -0.25 -0.89
C 0.38 -4.53 -1.25
C -5.15 -5.00 -2.79
C 3.13 -2.15 -0.15
C -1.58 -4.69 0.66
C -3.15 -5.82 -1.60
C 0.60 -1.33 -2.79
C -2.53 -4.56 -1.73
C 1.30 3.72 -0.54
C 3.84 -0.55 2.30
C -4.52 -5.97 -1.98
C -0.92 -2.64 -1.23
C 3.79 1.81 -0.81
C -3.24 -3.58 -2.48
C -1.55 2.55 1.06
C -4.46 -3.82 -3.13
C -1.20 -4.15 -0.80
C -0.19 -1.42 -1.54
C -0.28 1.03 3.49
C -2.16 -0.47 1.53
C 2.74 2.66 1.96
C 1.33 -2.17 2.58
H -5.16 -6.82 -1.65
H 3.53 -0.23 3.31
H -2.63 -6.69 -1.17
H -1.18 1.17 4.10
H 1.52 -1.76 3.59
H 2.08 4.42 -0.90
H 3.54 1.68 -1.88
H 3.12 -3.23 0.09
H 1.17 -3.80 -0.84
H -2.49 -0.57 0.48
H -1.29 -5.79 0.62
H 3.40 3.53 1.83
H 0.35 -4.58 -2.36
H -2.67 -4.83 0.86
H -4.82 -3.02 -3.79
H 1.67 -3.23 2.55
H 0.24 -2.13 2.39
H 0.69 4.21 0.24
H 4.46 2.68 -0.69
H 4.39 0.28 1.82
H 4.18 -1.81 -0.22
H 0.29 -2.14 -3.49
H -1.46 2.62 -0.03
H -2.61 2.60 1.33
H 4.54 -1.40 2.39
H 3.29 1.83 2.44
H -1.01 3.40 1.51
H 1.86 2.92 2.57
H 0.24 0.12 3.82
H -3.04 -0.20 2.13
H -1.12 -4.28 1.60
H 1.64 -1.47 -2.40
H 0.65 3.44 -1.39
H 4.29 0.90 -0.45
H 0.39 1.89 3.64
H -2.92 -2.54 -2.43
H 2.67 -2.00 -1.14
H 0.75 -5.54 -1.03
H -1.25 -2.90 -2.29
H 0.52 -0.35 -3.33
H -1.78 -1.44 1.88
H -1.71 -2.35 -0.53
H -6.11 -5.16 -3.27
```

The calculation puts the orbital gap at 0.2607 hartree. For the total energy, the calculation gives -56024.261 eV. The spin multiplicity is 1. The value obtained for the energy above the lowest of the compared OMol25 structures with the same formula, charge and spin is 221.8 kJ/mol. The total charge is +1.

Löwdin atomic charge list, values in e, 5 entries: atom 1 (Si): 0.549, atom 2 (Si): 0.432, atom 3 (Si): 0.391, atom 4 (Si): 0.411, atom 5 (O): -0.217

=====

[5]
Formula: C60H62N5O
Source: OMol25
Level of theory: wB97M-V/def2-TZVPD

Structure (XYZ):
```
128
Properties=species:S:1:pos:R:3
O 1.80 -0.14 5.42
N 1.01 3.71 3.85
N 1.83 -0.79 -10.85
N -0.58 2.24 4.41
N 1.55 2.49 4.00
N 2.93 -5.53 -2.34
C -5.68 -0.02 5.67
C -2.06 6.75 3.19
C 4.99 1.30 3.15
C -0.03 -0.91 4.22
C -0.98 -0.78 3.15
C -0.80 0.18 2.13
C -3.67 -1.55 -2.33
C 1.10 -2.54 -3.50
C 2.22 -4.65 -3.17
C -2.07 -1.66 3.02
C -1.66 0.25 1.07
C 2.74 -6.97 -2.41
C 0.14 -2.25 4.86
C 0.38 -1.77 -7.01
C -2.28 4.72 5.05
C 3.76 3.11 4.83
C -5.56 -0.12 -2.63
C -3.84 -0.19 -4.30
C 3.15 -1.17 -11.34
C -3.11 6.74 4.09
C -1.31 -1.46 -5.22
C 1.74 -1.93 -7.34
C -2.94 1.83 3.85
C 4.03 -5.07 -1.49
C -0.95 0.96 6.96
C -1.88 1.72 4.76
C 3.61 1.41 3.12
C 1.86 -3.37 -2.73
C -2.94 -1.56 1.96
C -2.06 1.07 5.98
C -3.21 5.73 5.03
C 2.20 -1.61 -8.58
C 1.35 -1.14 -9.58
C 1.10 -4.19 -5.26
C -0.27 3.58 4.12
C 1.82 -5.04 -4.46
C 3.10 4.11 5.72
C -0.01 -1.01 -9.27
C 1.07 0.01 -11.81
C 7.25 1.95 4.02
C -0.10 -2.04 -5.67
C -5.04 0.31 -3.84
C -3.29 0.49 6.25
C 2.83 0.59 2.15
C -4.35 0.57 5.36
C 5.13 2.98 4.83
C -2.74 -0.61 0.99
C -0.49 -1.30 -8.02
C -3.13 -1.14 -3.56
C -1.89 -1.71 -4.01
C -1.12 5.74 3.22
C 0.69 -2.93 -4.80
C 2.98 2.31 3.98
C -1.23 4.69 4.14
C 0.84 0.13 4.67
C 5.77 2.07 4.00
C -2.81 2.58 2.57
C -4.86 -1.05 -1.88
C -4.16 1.25 4.17
C 0.60 1.55 4.33
H 3.26 -1.68 -8.78
H 2.17 1.22 1.54
H 4.85 -5.79 -1.52
H -0.31 -2.29 5.85
H -0.71 -0.71 -10.03
H 2.42 -2.27 -6.58
H -3.41 -0.53 0.15
H -0.30 5.74 2.53
H 4.39 -4.12 -1.85
H 2.16 -3.06 -1.74
H 0.83 -4.50 -6.25
H -5.66 -0.58 6.61
H 3.50 0.06 1.47
H -1.54 -1.23 -7.83
H 1.72 0.75 -12.26
H -0.23 1.77 6.84
H 5.46 0.60 2.49
H 1.81 -7.20 -2.93
H -3.20 3.60 2.66
H -4.01 5.74 5.75
H 7.63 1.84 5.04
H 0.03 0.86 2.21
H 2.62 4.90 5.13
H -1.40 -2.40 -3.36
H -5.99 -0.71 4.89
H -1.77 2.67 2.25
H 3.57 -7.44 -2.93
H -3.42 -0.03 7.19
H 7.72 2.84 3.59
H 0.83 -1.56 -3.14
H -2.36 3.92 5.77
H -1.97 7.55 2.47
H 3.09 -1.43 -12.40
H 7.60 1.09 3.44
H 3.53 -2.03 -10.80
H -1.81 -0.78 -5.88
H -1.51 1.01 0.32
H 3.85 -0.33 -11.22
H -6.44 0.75 5.75
H -5.26 -1.38 -0.93
H 0.25 0.53 -11.31
H 5.73 3.60 5.48
H 2.23 -0.16 2.65
H 3.69 -4.96 -0.46
H 3.80 4.58 6.40
H -4.96 1.33 3.47
H -3.85 7.52 4.05
H -3.78 -2.24 1.89
H -0.41 0.03 6.85
H 2.32 3.64 6.32
H -3.36 2.09 1.77
H -6.51 0.25 -2.29
H -5.58 1.04 -4.42
H -3.12 -2.27 -1.74
H 0.66 -0.64 -12.59
H 1.21 -2.48 4.95
H 2.12 -6.00 -4.83
H -1.32 1.00 7.99
H -0.30 -3.04 4.26
H -2.24 -2.40 3.78
H 2.66 -7.39 -1.40
H -3.46 0.17 -5.24
```

The calculation puts the orbital gap at 0.1083 hartree. For the total energy, the calculation gives -72717.445 eV. The spin multiplicity is 1. The value obtained for the energy above the lowest of the compared OMol25 structures with the same formula, charge and spin is 19.4 kJ/mol. The total charge is +1.

Löwdin atomic charge list, values in e, 5 entries: atom 1 (O): -0.009, atom 2 (N): 0.202, atom 3 (N): -0.165, atom 4 (N): 0.146, atom 5 (N): 0.044

=====

[6]
Formula: C2H81O39
Source: OMol25
Level of theory: wB97M-V/def2-TZVPD

Structure (XYZ):
```
122
Properties=species:S:1:pos:R:3
O 14.02 11.62 14.97
O 8.86 9.13 11.45
O 11.34 11.64 8.44
O 8.71 9.89 8.48
O 12.38 11.61 11.05
O 16.63 16.77 13.22
O 7.18 5.73 10.95
O 15.79 13.36 8.10
O 9.65 11.61 11.28
O 12.94 18.70 15.13
O 16.69 12.44 15.50
O 13.86 10.32 7.46
O 9.59 10.77 16.08
O 10.56 18.92 13.26
O 14.78 11.86 5.37
O 16.70 15.60 17.16
O 8.77 6.88 9.05
O 11.70 8.57 9.02
O 15.41 14.53 14.28
O 15.21 7.21 13.31
O 6.52 10.92 13.04
O 13.00 13.39 12.73
O 14.66 7.00 10.08
O 13.09 13.59 16.89
O 10.81 14.74 10.81
O 13.48 13.99 9.72
O 8.70 11.29 19.66
O 8.96 4.92 12.71
O 11.95 16.75 12.11
O 15.84 10.76 9.36
O 8.90 12.39 13.75
O 16.34 15.36 5.42
O 11.58 6.27 12.65
O 10.23 14.76 13.95
O 15.46 17.89 15.70
O 9.09 12.73 8.88
O 12.22 15.94 15.22
O 12.47 9.68 16.45
O 12.92 7.34 14.63
C 13.04 10.48 11.60
C 12.10 9.72 12.51
H 11.39 14.52 10.13
H 15.61 14.78 5.18
H 14.47 11.21 6.05
H 12.01 8.92 9.85
H 14.39 10.15 8.30
H 13.96 10.79 12.15
H 15.01 13.86 8.40
H 15.96 6.61 13.62
H 11.74 10.31 13.29
H 12.03 11.34 7.88
H 12.34 8.08 14.94
H 16.45 15.80 13.34
H 15.01 15.20 14.87
H 8.98 13.72 8.89
H 11.57 10.02 16.26
H 13.09 10.13 15.87
H 13.71 6.93 10.10
H 15.55 13.23 7.12
H 8.47 7.63 8.55
H 16.46 13.32 15.19
H 13.48 14.23 10.70
H 15.56 11.48 4.97
H 16.07 16.22 16.71
H 12.29 13.55 13.35
H 9.78 5.43 12.91
H 9.44 11.33 20.29
H 11.69 11.67 9.40
H 16.49 15.26 6.36
H 10.04 12.59 8.64
H 12.61 15.42 15.88
H 12.22 6.67 13.35
H 8.69 4.67 13.56
H 7.36 5.12 10.29
H 11.10 7.84 9.16
H 14.98 7.56 9.37
H 10.61 11.60 11.23
H 12.27 16.33 12.92
H 12.59 8.77 12.86
H 9.71 11.19 15.21
H 8.12 6.76 9.81
H 8.27 9.01 10.68
H 8.94 10.05 16.06
H 15.93 11.70 9.10
H 13.30 9.46 7.35
H 11.57 15.97 11.54
H 9.66 9.81 8.67
H 12.63 12.63 12.07
H 10.25 18.38 14.00
H 9.02 12.16 12.82
H 13.28 12.83 16.25
H 5.88 11.20 12.34
H 7.85 5.58 11.69
H 11.49 15.35 14.92
H 9.10 11.17 18.77
H 15.98 17.88 14.90
H 17.51 16.80 12.89
H 6.73 10.04 12.73
H 9.60 13.99 13.91
H 12.51 17.82 15.31
H 10.66 13.92 11.33
H 13.83 7.67 14.43
H 9.32 12.05 10.45
H 14.57 18.24 15.52
H 17.17 12.57 16.37
H 7.95 12.20 13.84
H 11.18 9.43 12.05
H 13.75 12.23 14.27
H 14.93 11.72 15.14
H 10.20 15.12 13.08
H 13.32 9.73 10.81
H 11.08 7.05 12.32
H 15.26 6.94 12.38
H 17.19 16.14 17.84
H 8.73 10.61 7.85
H 10.81 18.26 12.63
H 16.26 10.80 10.25
H 8.82 10.09 11.48
H 12.30 13.30 17.32
H 13.23 13.07 9.69
H 14.70 14.24 13.65
H 12.83 18.79 14.20
```

The calculation puts the orbital gap at 0.3400 hartree. For the total energy, the calculation gives -83250.120 eV. The spin multiplicity is 1. The value obtained for the energy above the lowest of the compared OMol25 structures with the same formula, charge and spin is 149.2 kJ/mol. The total charge is -1.

Löwdin atomic charge list, values in e, 5 entries: atom 1 (O): -0.039, atom 2 (O): -0.082, atom 3 (O): -0.071, atom 4 (O): -0.049, atom 5 (O): -0.344

=====

[7]
Formula: C3H4O4Rh
Source: OMol25
Level of theory: wB97M-V/def2-TZVPD

Structure (XYZ):
```
12
Properties=species:S:1:pos:R:3
Rh 4.14 0.19 0.08
O 0.50 -0.80 -0.05
O 2.65 -1.30 -0.10
O 2.06 0.82 0.09
O -2.92 0.20 -0.09
C -0.51 0.20 0.00
C 1.79 -0.39 -0.01
C -1.84 -0.48 -0.03
H -0.41 0.88 -0.86
H -0.42 0.80 0.92
H -1.89 -1.53 -0.38
H -3.15 1.41 0.43
```

The calculation puts the orbital gap (alpha / beta) at 0.2395 / 0.3282 hartree. For the total energy, the calculation gives -14366.253 eV. The spin multiplicity is 6. The expectation value of S² is 8.765. The value obtained for the energy above the lowest of the compared OMol25 structures with the same formula, charge and spin is 0.0 kJ/mol. The total charge is 0.

Löwdin atomic charge list, values in e, 5 entries: atom 1 (Rh): 0.863, atom 2 (O): 0.024, atom 3 (O): -0.132, atom 4 (O): -0.132, atom 5 (O): -0.098

=====

[8]
Formula: C5H11NO2
Source: OMol25
Level of theory: wB97M-V/def2-TZVPD

Structure (XYZ):
```
19
Properties=species:S:1:pos:R:3
O 0.83 -1.75 1.52
O 0.61 -0.41 -1.88
N 2.41 -0.59 0.12
C 0.17 -1.03 -0.71
C -2.48 1.60 -0.62
C -0.71 1.54 1.32
C 1.03 -0.79 0.50
C -1.50 1.30 0.43
H -3.31 0.90 -0.56
H 0.03 -2.10 -0.90
H 1.51 -0.08 -1.71
H 0.64 0.19 0.96
H 0.91 -2.64 1.15
H -2.86 2.61 -0.52
H -0.82 -0.46 -0.41
H -0.25 1.88 2.21
H 2.84 -1.47 -0.17
H 2.96 -0.20 0.87
H -2.01 1.49 -1.60
```

The calculation puts the orbital gap at 0.3789 hartree. For the total energy, the calculation gives -10945.449 eV. The spin multiplicity is 1. Its SMILES is N[C@H](O)CO.C#CC. The value obtained for the energy above the lowest of the compared OMol25 structures with the same formula, charge and spin is 368.4 kJ/mol. The total charge is 0.

Löwdin atomic charge list, values in e, 5 entries: atom 1 (O): -0.016, atom 2 (O): -0.066, atom 3 (N): 0.064, atom 4 (C): -0.243, atom 5 (C): -0.099